Molecular formula: C18H15ClF3N5O2S2
Method: DFT, wB97M-V/def2-TZVPD

HOMO level: -8.83 eV
gap between HOMO and LUMO: 9.1 eV
structure (SMILES): Cc1cc(C)nc(SCc2nnc(SCC(=O)Nc3cc(C(F)(F)F)ccc3Cl)o2)n1

```
46
C18H15ClF3N5O2S2 (wB97M-V/def2-TZVPD)
C -1.050 -3.389 0.851
C -0.041 -2.575 0.123
N 1.237 -2.827 0.379
C 2.124 -2.059 -0.221
N 1.880 -1.049 -1.036
C 0.606 -0.803 -1.336
C -0.404 -1.570 -0.775
H -1.438 -1.394 -1.022
C 0.353 0.304 -2.303
H -0.683 0.627 -2.263
H 0.575 -0.049 -3.310
H 1.020 1.140 -2.104
S 3.810 -2.403 0.105
C 4.567 -1.093 -0.926
C 3.958 0.218 -0.638
N 3.775 1.206 -1.455
N 3.215 2.209 -0.749
C 3.109 1.789 0.468
S 2.502 2.655 1.843
C 1.667 1.271 2.694
H 1.398 1.658 3.678
C 0.399 0.764 2.013
O -0.007 -0.353 2.225
N -0.204 1.685 1.218
C -1.400 1.574 0.526
C -2.309 0.546 0.751
C -3.496 0.504 0.033
C -3.799 1.472 -0.914
C -2.902 2.502 -1.137
C -1.714 2.554 -0.429
Cl -0.592 3.839 -0.731
H -3.121 3.265 -1.866
H -4.724 1.425 -1.466
C -4.433 -0.648 0.267
F -4.494 -1.016 1.553
F -5.688 -0.391 -0.122
F -4.047 -1.747 -0.416
H -2.082 -0.212 1.483
H 0.296 2.557 1.053
H 2.364 0.444 2.827
O 3.582 0.532 0.622
H 5.626 -1.097 -0.663
H 4.441 -1.323 -1.982
H -0.662 -4.388 1.031
H -1.228 -2.921 1.819
H -1.987 -3.434 0.303
```

***

Molecular formula: C18H15N3OPtTe2
Method: DFT, wB97M-V/def2-TZVPD

HOMO level: 0.51 eV
gap between HOMO and LUMO: 4.2 eV
charge: -2

```
40
C18H15N3OPtTe2 (wB97M-V/def2-TZVPD)
Pt 0.996 0.675 0.371
O -2.285 1.718 -2.420
C -1.195 1.259 -1.995
N -0.657 1.491 -0.813
C -1.419 2.450 -0.050
C -0.589 3.089 1.024
C -1.066 4.191 1.734
C -0.261 4.793 2.678
C 1.013 4.284 2.894
C 1.412 3.170 2.181
N 0.621 2.585 1.274
C -0.438 0.387 -2.965
C -1.132 -0.628 -3.626
C -0.461 -1.413 -4.537
C 0.884 -1.154 -4.778
C 1.476 -0.105 -4.097
N 0.839 0.662 -3.212
H -2.319 2.008 0.405
H -1.799 3.248 -0.701
H -2.063 4.558 1.522
H -0.618 5.651 3.238
H 1.685 4.720 3.622
H 2.364 2.666 2.342
H -2.174 -0.785 -3.389
H -0.966 -2.230 -5.040
H 1.464 -1.755 -5.466
H 2.523 0.132 -4.261
Te 3.052 0.140 1.864
Te 1.120 -1.668 -0.626
C 0.497 -2.959 0.924
C 0.068 -4.249 0.592
C -0.358 -5.141 1.565
C -0.371 -4.765 2.904
C 0.059 -3.487 3.244
C 0.491 -2.595 2.272
H 0.065 -4.555 -0.449
H -0.684 -6.136 1.276
H -0.703 -5.459 3.669
H 0.072 -3.180 4.284
H 0.859 -1.614 2.549
```

***

Molecular formula: C18H15N6O2RuSSe
Method: DFT, wB97M-V/def2-TZVPD

HOMO level (spin up / spin down): -6.87 / -6.91 eV
relative energy (zero: lowest compared OMol25 entry of this formula, charge and spin): 62.8 kcal per mole
gap between HOMO and LUMO (spin up / spin down): 4.6 / 4.7 eV
2S+1: 2

```
44
C18H15N6O2RuSSe (wB97M-V/def2-TZVPD)
Ru 1.956 0.252 -0.234
C 3.719 -1.965 3.216
C 2.656 -1.578 2.216
O 3.027 -0.886 1.246
C 1.343 -2.043 2.435
C 0.230 -1.827 1.632
C -1.068 -2.480 2.018
N 0.254 -1.092 0.521
N -0.858 -1.074 -0.187
C -0.914 -0.193 -1.183
O -0.032 0.685 -1.378
C -2.111 -0.236 -2.046
C -2.105 0.453 -3.257
C -3.243 0.483 -4.043
C -4.399 -0.157 -3.621
C -4.402 -0.861 -2.426
C -3.264 -0.908 -1.642
H 4.652 -1.473 2.952
H 3.863 -3.045 3.193
H 3.420 -1.677 4.222
H 1.184 -2.648 3.315
H -0.971 -3.020 2.955
H -1.360 -3.171 1.228
H -1.854 -1.732 2.109
H -1.202 0.962 -3.565
H -3.235 1.015 -4.984
H -5.294 -0.110 -4.226
H -5.301 -1.367 -2.103
H -3.253 -1.446 -0.707
S 3.745 -3.189 -2.732
C 3.062 -1.927 -2.053
N 2.566 -0.972 -1.574
Se 1.332 3.134 -2.481
N 0.318 4.069 -1.368
C 0.547 3.639 -0.131
C -0.059 4.039 1.071
C 0.249 3.333 2.220
C 1.102 2.234 2.191
N 1.729 1.850 1.075
C 1.511 2.582 -0.033
N 2.141 2.224 -1.160
H -0.763 4.856 1.085
H -0.206 3.621 3.155
H 1.292 1.645 3.078
```

***

Molecular formula: C18H16AsN6O8S3V
Method: DFT, wB97M-V/def2-TZVPD

HOMO level (spin up / spin down): -2.82 / -5.52 eV
relative energy (zero: lowest compared OMol25 entry of this formula, charge and spin): 43.6 kcal per mole
gap between HOMO and LUMO (spin up / spin down): 5.1 / 7.8 eV
2S+1: 4
charge: -1

```
53
C18H16AsN6O8S3V (wB97M-V/def2-TZVPD)
V 0.091 0.190 0.130
N 1.953 0.643 2.887
C 0.736 0.058 3.026
N 0.017 -0.365 2.027
C -1.066 -1.124 2.426
C -1.227 -1.210 3.767
S 0.059 -0.380 4.579
C -1.833 -1.717 1.342
C -2.917 -2.526 1.399
S -3.407 -2.973 -0.197
C -2.084 -2.005 -0.851
N -1.372 -1.439 0.071
N -1.977 -1.784 -2.182
H 2.193 0.800 1.910
H 2.184 1.394 3.513
H -2.001 -1.700 4.333
H -3.456 -2.878 2.262
H -2.158 -2.562 -2.793
H -1.162 -1.218 -2.421
O 0.063 0.277 -1.953
As 2.023 -0.364 -1.894
O 2.414 0.652 -3.116
O 2.042 0.073 -0.278
C 3.607 -1.542 -1.739
C 4.913 -1.076 -1.796
C 5.945 -1.880 -1.338
C 5.679 -3.150 -0.833
C 4.378 -3.624 -0.768
C 3.358 -2.804 -1.217
S 1.624 -3.148 -1.077
O 1.072 -2.102 -2.068
O 1.310 -4.465 -1.575
O 1.252 -2.894 0.288
H 0.119 1.147 -2.360
H 5.094 -0.088 -2.201
H 6.966 -1.518 -1.362
H 6.494 -3.773 -0.487
H 4.159 -4.607 -0.369
O 0.546 1.922 0.668
N -0.335 2.866 0.624
N -1.526 2.412 0.342
O -1.753 1.102 0.286
C -2.577 3.301 0.139
C -3.872 2.796 0.004
C -4.932 3.664 -0.189
C -4.725 5.036 -0.248
C -3.432 5.533 -0.122
C -2.359 4.684 0.070
H -4.013 1.726 0.051
H -5.934 3.267 -0.296
H -5.558 5.711 -0.397
H -3.263 6.601 -0.182
H -1.352 5.061 0.162
```

***

Molecular formula: C18H16AuF6GeN2O4P
Method: DFT, wB97M-V/def2-TZVPD

HOMO level (spin up / spin down): -16.91 / -16.91 eV
relative energy (zero: lowest compared OMol25 entry of this formula, charge and spin): 0.0 kcal per mole
gap between HOMO and LUMO (spin up / spin down): 4.9 / 3.0 eV
2S+1: 2
charge: +3

```
49
C18H16AuF6GeN2O4P (wB97M-V/def2-TZVPD)
Au -0.849 0.375 1.691
C -1.594 2.640 4.247
C -0.463 2.939 3.380
N -0.042 2.214 2.293
C 1.026 2.813 1.794
C 1.335 3.979 2.602
N 0.382 3.993 3.534
C 2.358 5.130 2.696
O 3.358 5.174 1.868
O 2.111 5.907 3.568
C 1.816 2.375 0.595
O 2.854 2.914 0.330
O 1.238 1.388 -0.081
H -2.238 1.877 3.814
H -2.164 3.548 4.465
H -1.213 2.278 5.214
H 0.355 4.732 4.245
H 3.398 4.425 1.247
Ge 0.607 -1.970 -0.740
C -0.210 -3.285 -1.817
C 0.429 -4.521 -1.976
C -0.172 -5.507 -2.741
C -1.404 -5.267 -3.338
C -2.049 -4.042 -3.172
C -1.457 -3.049 -2.415
C 0.949 -0.264 -1.756
C 1.872 0.826 -1.261
C 2.291 1.855 -2.280
C 1.764 1.869 -3.524
C 0.831 0.875 -3.880
C 0.499 -0.213 -3.033
H 1.853 -2.245 0.094
H 1.385 -4.725 -1.509
H 0.318 -6.463 -2.865
H -1.870 -6.042 -3.931
H -3.014 -3.869 -3.627
H -1.983 -2.112 -2.265
H 2.807 0.334 -0.939
H 3.072 2.550 -2.002
H 2.066 2.608 -4.254
H 0.367 0.925 -4.861
H -0.125 -1.003 -3.436
F -0.621 -1.493 0.514
P -3.333 -2.467 2.253
F -2.895 -0.852 2.292
F -1.941 -2.774 2.837
F -3.510 -2.303 0.734
F -4.479 -2.107 3.193
F -3.715 -3.969 2.205
```

***

Molecular formula: C18H16AuN3OS
Method: DFT, wB97M-V/def2-TZVPD

HOMO level: -7.65 eV
relative energy (zero: lowest compared OMol25 entry of this formula, charge and spin): 8.4 kcal per mole
gap between HOMO and LUMO: 8.1 eV

```
40
C18H16AuN3OS (wB97M-V/def2-TZVPD)
Au 0.932 0.155 1.477
S 1.095 -4.228 -0.634
C -0.563 -4.262 -0.111
C -1.545 -5.198 -0.380
C -2.799 -5.001 0.166
C -3.073 -3.889 0.958
C -2.103 -2.947 1.223
C -0.829 -3.129 0.691
N 0.235 -2.304 0.858
C 1.301 -2.701 0.256
C 2.553 -1.991 0.256
C 3.625 -2.496 -0.483
C 4.813 -1.802 -0.554
C 4.961 -0.646 0.198
C 3.906 -0.168 0.956
C 2.650 -0.776 0.972
H -1.332 -6.057 -0.999
H -3.579 -5.723 -0.025
H -4.061 -3.764 1.373
H -2.307 -2.079 1.829
H 3.497 -3.412 -1.043
H 5.618 -2.149 -1.188
H 5.887 -0.088 0.156
H 4.061 0.738 1.530
N -0.721 1.323 1.478
C -0.858 2.154 0.680
N -0.994 3.152 -0.128
C -0.380 4.433 0.182
C -1.453 5.514 0.018
O -2.017 5.466 -1.273
C -2.637 4.225 -1.520
C -1.620 3.079 -1.433
H 0.443 4.609 -0.522
H 0.011 4.409 1.200
H -1.024 6.510 0.125
H -2.238 5.374 0.778
H -3.062 4.297 -2.520
H -3.446 4.056 -0.790
H -0.845 3.209 -2.200
H -2.102 2.108 -1.560
```

***

Molecular formula: C18H16Cl10IrN3
Method: DFT, wB97M-V/def2-TZVPD

HOMO level: -13.92 eV
relative energy (zero: lowest compared OMol25 entry of this formula, charge and spin): 2.6 kcal per mole
gap between HOMO and LUMO: 6.9 eV
charge: +2

```
48
C18H16Cl10IrN3 (wB97M-V/def2-TZVPD)
Ir -1.149 -0.767 -0.178
Cl 2.037 -1.753 1.013
C 1.258 -0.343 1.667
C -0.065 -0.027 1.343
C -0.644 0.991 2.105
Cl -2.333 1.353 1.859
C 0.063 1.773 3.015
Cl -0.692 3.074 3.832
C 1.419 1.511 3.219
Cl 2.345 2.503 4.266
C 2.011 0.422 2.565
Cl 3.658 0.057 2.871
Cl -0.481 -2.618 3.093
C -1.343 -3.296 1.771
C -1.463 -2.609 0.558
C -2.246 -3.231 -0.401
Cl -2.449 -2.200 -1.842
C -2.881 -4.448 -0.297
Cl -3.825 -5.071 -1.574
C -2.707 -5.127 0.915
Cl -3.440 -6.648 1.129
C -1.951 -4.546 1.944
Cl -1.784 -5.382 3.424
N 2.297 2.965 0.124
C 1.278 2.079 -0.564
C 2.007 1.025 -1.382
C 1.072 0.150 -2.228
N 0.411 -0.967 -1.475
C 0.065 0.993 -3.006
C -0.682 1.990 -2.122
N -1.589 1.233 -1.208
C 0.306 2.903 -1.387
H 2.921 2.404 0.713
H 1.844 3.649 0.737
H 2.872 3.482 -0.548
H 0.746 1.612 0.254
H 2.633 0.402 -0.737
H 2.672 1.519 -2.099
H 1.711 -0.368 -2.947
H 1.131 -1.485 -0.963
H 0.060 -1.616 -2.183
H -0.642 0.351 -3.538
H 0.609 1.546 -3.774
H -1.297 2.625 -2.761
H -2.374 0.943 -1.789
H -1.998 1.850 -0.511
H -0.231 3.616 -0.755
H 0.838 3.479 -2.151
```

***

Molecular formula: C18H16Cl2N4OS
Method: DFT, wB97M-V/def2-TZVPD

HOMO level: -8.84 eV
gap between HOMO and LUMO: 9.1 eV
structure (SMILES): Cc1nc(N2C(=O)CS[C@@H]2c2c(Cl)cccc2Cl)nc(C)c1CCC#N

```
42
C18H16Cl2N4OS (wB97M-V/def2-TZVPD)
N 3.588 -2.161 4.352
O -4.740 -1.202 -0.656
Cl -0.028 3.200 -1.809
Cl -2.964 -0.878 -4.296
C 2.829 -1.404 3.891
N -1.222 0.773 0.266
N -2.197 -1.242 0.546
S -4.111 1.628 -2.884
C -4.160 -0.355 -1.330
C -2.112 -0.142 -0.093
C -0.278 0.586 1.293
C -1.421 -1.563 1.535
C 0.892 0.224 -4.522
C 0.989 1.311 -3.664
C -0.294 -0.539 -4.565
C -0.101 1.622 -2.816
C -1.457 -0.139 -3.830
C -1.336 0.846 -2.852
C -0.333 -0.690 2.000
N -2.859 0.156 -1.133
C -5.120 0.335 -2.252
C 0.501 1.774 1.688
C -1.763 -2.888 2.171
C -2.514 1.277 -2.021
C 1.899 -0.517 3.278
C 0.535 -1.292 3.111
H 1.806 -0.154 -5.069
H 1.856 1.963 -3.685
H -0.502 -1.391 -5.256
H -5.470 -0.245 -3.074
H -5.935 0.809 -1.784
H 0.177 2.091 2.596
H 0.207 2.657 1.038
H 1.596 1.739 1.563
H -2.593 -3.332 1.629
H -2.091 -2.628 3.127
H -1.034 -3.599 2.139
H -2.155 2.127 -1.404
H 1.769 0.382 3.878
H 2.423 -0.286 2.348
H 0.003 -1.191 4.092
H 0.710 -2.409 2.987
```